{
  "formula": "C36H75Br4N10O25",
  "method": "ωB97M-V with the def2-TZVPD basis set",
  "e_lumo_ha": -0.02385,
  "total_energy_ev": -384775.1129,
  "e_homo_ev": -3.60,
  "total_charge": -1,
  "orbital_gap_ev": 2.954,
  "species": ["C", "C", "C", "C", "C", "C", "N", "O", "C", "C", "C", "H", "H", "H", "H", "H", "H", "H", "H", "H", "H", "H", "H", "H", "H", "H", "H", "H", "H", "C", "C", "C", "O", "C", "C", "C", "O", "O", "O", "H", "H", "C", "N", "O", "O", "H", "H", "H", "C", "N", "O", "O", "H", "H", "H", "C", "N", "O", "O", "H", "H", "H", "C", "N", "O", "O", "H", "H", "H", "C", "N", "O", "O", "H", "H", "H", "C", "N", "O", "O", "H", "H", "H", "C", "N", "O", "O", "H", "H", "H", "C", "N", "O", "O", "H", "H", "H", "C", "N", "O", "O", "H", "H", "H", "Br", "C", "C", "Br", "H", "H", "H", "H", "Br", "C", "C", "Br", "H", "H", "H", "H", "C", "C", "O", "C", "C", "H", "H", "H", "H", "H", "H", "H", "H", "H", "H", "C", "C", "O", "C", "C", "H", "H", "H", "H", "H", "H", "H", "H", "H", "H"],
  "positions_angstrom": [[-0.353154, 0.981116, -2.212542], [-1.409834, 0.372686, -1.298922], [-1.184734, -1.176714, -1.209152], [0.022876, -1.665784, -0.371312], [0.056546, -0.972174, 1.043218], [-0.219434, 0.573326, 1.128588], [-1.327864, 0.954346, 0.144058], [-1.681524, 2.247446, 0.191868], [1.066596, 1.358686, 0.874318], [-0.721334, 0.887576, 2.551678], [-2.872964, 0.569756, -1.915632], [-0.300274, 0.433146, -3.153302], [0.641796, 0.956556, -1.768052], [-0.540824, 2.014316, -2.504732], [-1.088184, -1.641444, -2.190372], [-2.058444, -1.550084, -0.674982], [0.923066, -1.432354, -0.939882], [-0.027274, -2.753184, -0.427312], [0.893406, -1.219264, 1.696438], [-0.695124, -1.482354, 1.645548], [1.809716, 0.793386, 0.311898], [1.670286, 1.590936, 1.751658], [0.820076, 2.294056, 0.371928], [-1.624394, 0.314666, 2.762288], [-0.924104, 1.946666, 2.710798], [-0.030894, 0.567136, 3.331878], [-3.101874, 1.587196, -2.232682], [-3.711594, 0.240956, -1.301892], [-2.886384, 0.096316, -2.897352], [-5.967534, 0.833446, 3.017238], [-6.644654, -0.233664, 3.561668], [-6.208204, -1.684194, 3.406428], [-6.830554, -2.663864, 3.976528], [-5.046014, -1.931404, 2.798868], [-4.261434, -0.863874, 2.151818], [-4.752814, 0.687756, 2.201628], [-4.107094, 1.543996, 1.633838], [-3.291984, -1.039374, 1.438968], [-7.720454, 0.108616, 4.169618], [-6.415954, 1.795296, 3.217668], [-4.724194, -2.960144, 2.731678], [0.861986, 5.486186, 2.294178], [1.618906, 4.531416, 3.172568], [0.970306, 3.701156, 3.790648], [2.847636, 4.587616, 3.129968], [0.084786, 4.907076, 1.795508], [1.569646, 6.003616, 1.646418], [0.412096, 6.190326, 2.994098], [-4.461484, 4.083106, 3.931768], [-3.023894, 3.626566, 3.990158], [-2.241374, 4.145756, 3.169738], [-2.737884, 2.768576, 4.828598], [-4.344884, 5.150516, 4.119248], [-5.182554, 3.574506, 4.571668], [-4.885064, 3.987836, 2.931958], [-3.225364, 4.990446, 0.046398], [-3.365514, 4.742566, -1.424602], [-2.385644, 4.180576, -1.871552], [-4.421574, 5.024566, -1.975972], [-3.409214, 4.051526, 0.568628], [-3.939064, 5.756186, 0.350308], [-2.186044, 5.312576, 0.110818], [-4.926914, -2.629824, -1.008992], [-6.127834, -3.171504, -0.266372], [-7.192554, -2.516484, -0.197872], [-5.990394, -4.378894, 0.052438], [-4.836804, -3.031584, -2.018232], [-4.123304, -2.902594, -0.324962], [-5.079184, -1.550854, -1.036102], [-2.452134, -4.241394, 1.889898], [-1.612174, -5.047724, 0.966688], [-0.609154, -5.654924, 1.391048], [-2.037524, -5.252694, -0.156172], [-3.500374, -4.435904, 1.663088], [-2.187964, -3.196164, 1.729238], [-2.260794, -4.455764, 2.941338], [0.892366, -4.088714, 3.841618], [0.673016, -2.798514, 4.608028], [1.422346, -2.392894, 5.511718], [-0.209724, -2.129624, 4.145298], [0.107966, -4.748914, 4.211688], [1.933196, -4.377564, 3.987728], [0.689676, -3.765674, 2.820518], [-3.079264, -4.330614, -5.382492], [-2.573384, -3.928254, -3.979912], [-2.804974, -2.797154, -3.593412], [-1.972974, -4.800404, -3.307502], [-2.162844, -4.656164, -5.874712], [-3.488944, -3.428144, -5.836152], [-3.833214, -5.110314, -5.274152], [2.206966, -3.358954, -5.025952], [2.040896, -2.332864, -3.972782], [2.028176, -1.138344, -4.231772], [1.980736, -2.683604, -2.828352], [1.386446, -4.073674, -4.962622], [3.149926, -3.891614, -4.902682], [2.048176, -2.931134, -6.015832], [2.463236, 5.516856, -2.635702], [1.510526, 4.347726, -2.588252], [1.418196, 3.615566, -3.570982], [0.914116, 4.227176, -1.520342], [2.400676, 6.107606, -3.549592], [3.442106, 5.037586, -2.650322], [2.343876, 6.245976, -1.834312], [3.188756, -0.422024, 3.163698], [3.739396, 1.041306, 4.394048], [3.600616, 0.522236, 5.829368], [3.949036, 1.994616, 7.104448], [3.141276, 1.948166, 4.304838], [4.778076, 1.293016, 4.179818], [4.334896, -0.251544, 6.053418], [2.585206, 0.224216, 6.090568], [-2.726744, 1.911316, -5.507472], [-2.815474, 3.737626, -4.786042], [-3.069184, 4.677566, -5.938322], [-3.449054, 6.506326, -5.206742], [-1.918344, 3.953566, -4.205852], [-3.608884, 3.777296, -4.039692], [-3.952754, 4.363526, -6.494012], [-2.184174, 4.785586, -6.565362], [4.690806, -0.824904, -0.988192], [5.713476, 0.230286, -1.302762], [5.874436, 0.340006, -2.703212], [4.831956, 0.949656, -3.409792], [4.964686, 2.501396, -3.354962], [5.052726, -1.826234, -1.221532], [4.348786, -0.781394, 0.045848], [3.742426, -0.677764, -1.504932], [5.366226, 1.175176, -0.884792], [6.686186, -0.048854, -0.897772], [5.047156, 0.643986, -4.433682], [3.820196, 0.567166, -3.275122], [5.669176, 2.854066, -4.108242], [5.327346, 2.842476, -2.385302], [4.017786, 3.000466, -3.560892], [7.713436, -4.589014, 0.219648], [6.714566, -4.013214, 1.188948], [5.500816, -4.062074, 0.660578], [4.571476, -3.210424, 1.368028], [3.200506, -3.398844, 0.595588], [7.524496, -4.116944, -0.744482], [8.750746, -4.511564, 0.545378], [7.624626, -5.666584, 0.081558], [6.784386, -4.496284, 2.163568], [7.126636, -3.012034, 1.315148], [4.485466, -3.629974, 2.370368], [4.946896, -2.187624, 1.400258], [3.092786, -2.899024, -0.367052], [2.461626, -2.895374, 1.219018], [3.036276, -4.470584, 0.483808]],
  "forces_ev_per_angstrom": [[0.3, 0.8, 0.1], [-1.7, -1.6, -0.2], [0.1, 0.4, 1.6], [0.4, 1.9, -0.2], [-1.3, -1.0, -0.2], [-0.2, -1.6, 1.1], [-0.1, 6.2, -1.3], [1.4, -6.1, 0.1], [0.5, 0.5, -0.8], [-0.6, -0.1, 0.1], [1.0, 0.7, 0.0], [-0.2, -0.3, 0.1], [0.0, -0.1, 0.0], [-0.2, 0.1, 0.4], [-0.4, 0.4, -0.1], [-0.3, -0.2, -0.3], [0.3, 0.2, 0.1], [0.0, -0.1, 0.8], [0.7, 0.4, -0.6], [-0.7, 0.3, -0.2], [-0.3, -0.1, -0.7], [-0.8, 0.0, 0.5], [0.2, 0.1, -0.1], [-0.2, 0.2, -0.3], [0.0, 0.0, -0.2], [0.5, 0.0, -0.4], [0.4, 0.4, 0.6], [0.4, -0.2, 0.3], [0.1, -0.7, 0.2], [3.7, 0.7, -2.5], [-4.0, 0.7, 1.8], [-3.6, -2.3, 3.6], [0.7, 2.7, -1.2], [4.2, 1.8, -2.9], [-2.4, 0.0, 0.9], [-3.0, -1.8, 2.8], [0.9, 0.8, -0.9], [2.0, -0.8, -1.1], [1.7, -1.8, -0.6], [0.1, 0.2, -0.1], [0.1, 0.0, -0.1], [0.0, 0.1, 0.7], [0.3, -0.9, -0.6], [0.7, 0.9, -0.3], [-0.9, 0.0, 0.3], [0.1, 0.1, 0.0], [-0.2, -0.3, 0.0], [-0.2, 0.0, -0.2], [0.0, 0.8, -0.5], [0.1, -1.4, -0.2], [-1.2, -0.7, 1.5], [-0.1, 1.6, -1.5], [-0.4, 0.0, 0.3], [0.9, -0.1, 0.5], [0.7, -0.3, -0.2], [-0.1, 0.7, -0.3], [-0.6, -0.4, 1.5], [-0.5, 0.3, -1.2], [1.1, -0.4, -0.2], [0.1, -0.1, -0.1], [0.1, -0.1, -0.1], [-0.2, -0.1, 0.6], [-0.6, 1.0, 1.4], [-1.9, -1.7, -1.1], [2.8, -1.5, 0.1], [-0.6, 2.5, -0.1], [-0.2, -0.3, 0.4], [0.3, 0.2, -0.6], [0.2, -0.1, 0.0], [0.1, 0.5, 0.3], [0.4, -2.7, 0.0], [-0.9, 1.5, 0.0], [0.1, 0.9, 0.4], [0.2, 0.1, -0.3], [-0.3, 0.1, -0.2], [0.3, -0.4, -0.3], [0.2, 1.0, 0.6], [1.5, 1.1, 0.3], [-0.8, -1.4, -1.0], [-1.0, 0.5, 0.1], [0.4, -0.3, -0.2], [-0.4, -0.4, 0.1], [0.1, -0.5, 0.1], [0.7, 0.6, 1.0], [0.4, -1.5, 1.1], [0.1, -0.6, -0.4], [-1.2, 1.8, -1.8], [-0.4, -0.2, -0.2], [0.1, -0.2, 0.1], [0.3, 0.0, 0.1], [-0.9, -0.4, -0.9], [0.4, 1.7, 0.6], [0.0, -0.3, -1.5], [-0.1, -1.6, 0.8], [0.1, -0.1, 0.7], [-0.1, 0.4, 0.1], [0.6, 0.4, 0.2], [0.6, 0.1, -0.7], [-0.6, 0.6, 0.4], [0.2, 0.9, 1.2], [0.4, -0.3, -1.2], [-0.4, -0.6, -0.3], [0.1, 0.2, 0.3], [-0.2, -0.8, 0.3], [0.3, 0.8, 0.5], [0.0, -0.2, 1.0], [0.0, 0.3, -0.1], [0.1, -0.2, -0.4], [-0.3, -0.3, -0.6], [-0.1, -0.2, -0.2], [-0.3, 0.0, 0.0], [0.2, -0.2, -0.3], [0.1, 0.3, 0.2], [-0.2, 0.2, 0.4], [0.1, 0.3, 0.4], [0.2, -0.7, -0.3], [0.1, -0.2, -0.5], [-0.2, -0.2, -0.4], [0.2, 0.3, 0.0], [-0.3, 0.0, -0.1], [-0.7, -0.4, 0.4], [-0.7, -0.2, -0.3], [0.5, -0.4, 0.2], [0.6, 1.0, -1.3], [-0.4, -0.4, 0.0], [0.0, 0.0, 0.1], [0.4, -0.1, 0.2], [0.1, 0.1, -0.5], [0.3, 0.3, 0.2], [0.0, 0.2, 0.0], [-0.1, 0.1, -0.2], [0.0, 0.1, 0.9], [0.1, -0.1, 0.1], [-0.1, -0.1, 0.1], [-0.1, -0.1, 0.0], [0.2, -1.2, -0.4], [3.6, 0.0, 0.7], [-2.9, 0.8, -0.8], [-1.0, -1.5, -2.0], [1.1, 0.9, 1.3], [0.4, 0.0, -0.1], [0.0, 0.7, 0.0], [-0.5, -0.1, -0.1], [-0.1, -0.2, 0.4], [-0.5, 0.8, 0.4], [-0.2, 0.3, 0.3], [-0.1, 0.0, 0.0], [0.6, -0.1, -0.1], [-0.4, -0.4, 0.1], [-0.3, 0.2, 0.1]]
}

***

{
  "formula": "C5H6O",
  "method": "ωB97M-V with the def2-TZVPD basis set",
  "e_lumo_ha": -0.00850,
  "total_energy_ev": -7324.6995,
  "e_homo_ev": -8.67,
  "total_charge": 0,
  "orbital_gap_ev": 8.443,
  "species": ["O", "C", "C", "C", "C", "C", "H", "H", "H", "H", "H", "H"],
  "positions_angstrom": [[0.559238, 1.007072, 1.349452], [0.494410, -0.232040, 0.953285], [0.801427, -0.474564, -0.521486], [-0.339286, 0.285368, -1.222336], [-1.449179, 0.166982, -0.219066], [-1.091394, 0.336476, 1.043488], [0.677864, -1.037494, 1.680200], [0.785446, -1.542200, -0.758535], [1.795169, -0.083014, -0.761881], [-0.080090, 1.342173, -1.355690], [-0.581255, -0.137541, -2.198770], [-1.572350, 0.368781, 2.011338]],
  "forces_ev_per_angstrom": [[-0.4, -0.1, 0.1], [0.1, -0.1, 0.0], [0.0, 0.0, 0.0], [0.0, 0.0, -0.2], [0.3, 0.0, 0.2], [-0.2, -0.1, -0.1], [-0.1, 0.2, -0.1], [-0.1, 0.1, 0.0], [-0.1, 0.0, 0.1], [-0.1, -0.1, 0.0], [0.0, 0.1, 0.1], [0.4, 0.1, -0.2]]
}

***

{
  "formula": "C6H9IO4S",
  "method": "ωB97M-V with the def2-TZVPD basis set",
  "e_lumo_ha": -0.01377,
  "total_energy_ev": -33488.7490,
  "e_homo_ev": -9.72,
  "total_charge": 0,
  "orbital_gap_ev": 9.347,
  "species": ["O", "C", "I", "C", "C", "C", "C", "C", "O", "S", "O", "O", "H", "H", "H", "H", "H", "H", "H", "H", "H"],
  "positions_angstrom": [[1.596410, -0.678516, 1.838593], [2.393593, -0.543255, 0.783189], [4.567815, -0.817832, 1.212877], [2.010376, -0.249621, -0.765186], [0.516088, 0.337864, -1.068000], [-0.086983, 1.373165, 0.044750], [-1.273169, 0.780505, 1.003258], [-2.502362, 0.026133, 0.184540], [-2.406999, -1.463074, 0.236890], [-0.758229, -1.811525, -0.193741], [-0.601331, -3.270324, -0.683544], [-0.441706, -0.743012, -1.476529], [2.776821, 0.576364, -1.162228], [2.218139, -1.195391, -1.464876], [0.631655, 0.986733, -2.066385], [0.758353, 1.781456, 0.752314], [-0.560399, 2.305013, -0.532236], [-0.877578, 0.138013, 1.928863], [-1.787893, 1.730901, 1.512886], [-3.487972, 0.287591, 0.805397], [-2.684630, 0.448813, -0.890831]],
  "forces_ev_per_angstrom": [[4.9, 1.1, -7.2], [-4.1, -1.0, 4.9], [-1.3, 0.2, -0.5], [0.5, 0.6, -0.6], [0.4, 1.0, -0.6], [-0.5, 0.4, 0.3], [-0.6, 0.8, 0.5], [-1.2, 1.2, 1.7], [1.8, 1.5, -2.0], [0.8, -3.7, -0.2], [-1.4, 5.1, 0.9], [0.3, 0.2, 1.0], [-1.6, -1.8, 1.1], [-0.5, 1.9, 1.9], [-0.3, -1.8, 2.1], [-1.5, -0.8, -1.6], [1.1, -2.1, 1.2], [-0.8, 1.2, -2.4], [1.2, -2.0, -1.2], [2.1, -0.9, -1.4], [0.7, -1.1, 1.9]]
}

***

{
  "formula": "C2H5NO",
  "method": "ωB97M-V with the def2-TZVPD basis set",
  "e_lumo_ha": 0.03752,
  "total_energy_ev": -5690.2971,
  "e_homo_ev": -9.65,
  "total_charge": 0,
  "orbital_gap_ev": 10.671,
  "species": ["C", "C", "N", "O", "H", "H", "H", "H", "H"],
  "positions_angstrom": [[-0.665285, -0.349361, -0.832205], [0.551782, -0.535474, -0.022190], [1.069092, 0.188406, 0.924596], [0.347383, 1.307501, 1.338175], [-0.419124, -0.342148, -1.861790], [-1.277162, -1.186913, -0.700242], [-1.370828, 0.473363, -0.534864], [1.142887, -1.264296, -0.463363], [0.621256, 1.708923, 2.151882]],
  "forces_ev_per_angstrom": [[-1.4, 1.9, 1.4], [-0.5, 3.6, 1.5], [0.5, -1.1, -0.1], [-2.0, -0.6, -2.2], [0.2, 0.4, -1.1], [-0.9, -1.7, 0.1], [1.2, -0.3, -0.4], [1.6, -1.5, 0.2], [1.2, -0.6, 0.6]]
}